Record 1
DFT (the ωB97M-V functional and the def2-TZVPD basis) results for 7 unconnected molecules or ions with the total composition H14S7.

Structure (XYZ):
```
21
H14S7 the ωB97M-V functional and the def2-TZVPD basis
S -4.316 3.849 -2.003
H -5.601 3.760 -2.225
H -4.336 5.108 -1.585
S 2.034 3.627 -2.009
H 1.955 3.438 -0.667
H 1.742 2.366 -2.275
S 3.962 0.422 3.729
H 4.034 -0.306 2.585
H 4.901 -0.250 4.440
S 0.468 -1.140 1.559
H 0.404 -2.034 2.536
H -0.107 -1.915 0.634
S 3.139 -3.168 -4.611
H 3.846 -2.103 -4.188
H 3.567 -4.139 -3.797
S -2.401 -1.025 5.470
H -2.313 -0.314 6.609
H -2.211 0.066 4.680
S -2.951 -2.510 -2.334
H -2.393 -2.952 -1.173
H -2.243 -1.370 -2.428
```

As for the SMILES: S.S.S.S.S.S.S. The value obtained for the molecular weight is 238.6 g mol⁻¹. The calculation puts the total energy at -76072.50596 eV. Its energy above the lowest of the compared OMol25 structures with the same formula, charge and spin is 9.2 kcal/mol. The value obtained for the orbital gap is 9.913 eV.

Results of the Mulliken charge analysis, in e, for atoms 1 through 5:
1. S -0.284
2. H 0.141
3. H 0.143
4. S -0.281
5. H 0.147

Record 2
DFT (the ωB97M-V functional and the def2-TZVPD basis) results for 7 unconnected molecules or ions with the total composition H15NO6.

Structure (XYZ):
```
22
H15NO6 the ωB97M-V functional and the def2-TZVPD basis
N -2.253 3.000 -2.510
H -3.194 3.065 -2.907
H -1.583 2.692 -3.122
H -2.096 3.874 -2.116
O 1.522 -1.491 1.838
H 0.814 -1.153 1.309
H 2.469 -1.488 1.439
O -1.581 -1.129 -0.355
H -0.662 -0.587 -0.376
H -1.377 -1.907 0.199
O 3.230 -3.709 4.258
H 4.193 -3.570 3.930
H 2.743 -2.857 4.180
O 2.986 0.917 1.753
H 3.595 0.085 1.798
H 3.295 1.256 0.857
O -3.258 -0.780 -3.426
H -3.458 -0.961 -2.502
H -2.354 -0.906 -3.505
O -0.623 2.038 -0.292
H -1.425 2.274 -0.825
H -0.981 1.338 0.376
```

As for the SMILES: N.O.O.O.O.O.O. The value obtained for the molecular weight is 125.1 g mol⁻¹. The calculation puts the total energy at -14017.18928 eV. Its energy above the lowest of the compared OMol25 structures with the same formula, charge and spin is 61.0 kcal/mol. The value obtained for the orbital gap is 10.445 eV.

Results of the Mulliken charge analysis, in e, for atoms 1 through 5:
1. N -0.727
2. H 0.208
3. H 0.199
4. H 0.244
5. O -0.584

Record 3
DFT (the ωB97M-V functional and the def2-TZVPD basis) results for a molecular structure, H15NaO8.

Structure (XYZ):
```
24
H15NaO8 the ωB97M-V functional and the def2-TZVPD basis
Na 0.296 0.763 -0.009
O -1.035 1.080 -1.923
H -0.391 1.704 -2.260
O 2.544 0.367 0.649
H 3.076 1.173 0.609
H 3.158 -0.354 0.468
O 1.421 0.348 3.464
H 2.213 0.358 4.010
H 1.733 0.156 2.565
O -2.599 0.673 0.259
H -2.165 0.972 -0.585
H -2.957 -0.194 0.058
O 0.222 -1.622 0.434
H -0.438 -1.965 -0.197
H 0.752 -2.375 0.711
O -1.736 -1.332 -1.811
H -2.672 -1.126 -1.883
H -1.294 -0.467 -2.122
O -0.724 2.242 1.687
H -1.526 2.546 1.243
H -0.887 2.350 2.628
O 1.239 -1.490 -2.821
H 1.368 -2.444 -2.827
H 0.403 -1.363 -2.349
```

The value obtained for the molecular weight is 166.1 g mol⁻¹. The calculation puts the total energy at -21041.65712 eV. Its energy above the lowest of the compared OMol25 structures with the same formula, charge and spin is 0.0 kcal/mol. The value obtained for the orbital gap is 8.443 eV.

Results of the Mulliken charge analysis, in e, for atoms 1 through 5:
1. Na 0.800
2. O -0.948
3. H 0.102
4. O -0.525
5. H 0.282

Record 4
DFT (the ωB97M-V functional and the def2-TZVPD basis) results for 7 unconnected molecules or ions with the total composition H15O7.

Structure (XYZ):
```
22
H15O7 the ωB97M-V functional and the def2-TZVPD basis
O 0.977 0.422 -0.033
H 0.221 0.486 -0.691
H 1.024 -0.523 0.179
H 0.749 0.875 0.828
O -0.968 -2.616 -1.382
H -1.048 -1.744 -0.886
H -1.075 -2.423 -2.331
O 1.925 -1.992 -0.034
H 1.771 -2.738 -0.630
H 1.873 -2.447 0.813
O -0.018 1.895 -2.032
H -0.518 1.583 -2.754
H -0.632 2.241 -1.381
O 0.103 -0.105 2.455
H 0.941 -0.345 2.784
H -0.319 -0.946 2.273
O 0.373 2.707 1.125
H 0.683 3.008 1.986
H 0.072 3.495 0.690
O -1.690 -0.327 -0.353
H -2.139 -0.264 0.506
H -2.305 -0.242 -1.133
```

The value obtained for the molecular weight is 127.1 g mol⁻¹. The calculation puts the total energy at -14569.13785 eV. Its net charge is +1. Its energy above the lowest of the compared OMol25 structures with the same formula, charge and spin is 50.8 kcal/mol. The value obtained for the orbital gap is 10.916 eV.

Results of the Mulliken charge analysis, in e, for atoms 1 through 5:
1. O -0.363
2. H 0.420
3. H 0.498
4. H 0.553
5. O -0.683